# 1
{"formula": "C27H54AsF6O27", "method": "ωB97M-V/def2-TZVPD", "species": ["As", "F", "F", "F", "F", "F", "F", "C", "O", "C", "O", "O", "C", "H", "H", "H", "H", "H", "H", "C", "O", "C", "O", "O", "C", "H", "H", "H", "H", "H", "H", "C", "O", "C", "O", "O", "C", "H", "H", "H", "H", "H", "H", "C", "O", "C", "O", "O", "C", "H", "H", "H", "H", "H", "H", "C", "O", "C", "O", "O", "C", "H", "H", "H", "H", "H", "H", "C", "O", "C", "O", "O", "C", "H", "H", "H", "H", "H", "H", "C", "O", "C", "O", "O", "C", "H", "H", "H", "H", "H", "H", "C", "O", "C", "O", "O", "C", "H", "H", "H", "H", "H", "H", "C", "O", "C", "O", "O", "C", "H", "H", "H", "H", "H", "H"], "xyz": [[-0.42792, 0.00566, 0.13967], [0.58022, 0.86584, -1.01496], [0.14478, 1.09297, 1.37334], [-1.53184, -0.81447, 1.22001], [-0.97056, -1.01087, -1.18843], [0.86738, -1.04818, 0.68314], [-1.75698, 1.17313, -0.14049], [0.71890, -1.93935, 7.15618], [0.84680, -3.01977, 6.24677], [0.73702, -2.70818, 4.95152], [0.66747, -1.60083, 4.51440], [0.81169, -3.82467, 4.23730], [0.27544, -3.74524, 2.91780], [1.66159, -1.39284, 7.19829], [0.44086, -2.34781, 8.12396], [-0.05911, -1.24107, 6.84434], [0.85279, -4.38451, 2.25591], [0.31401, -2.73621, 2.50966], [-0.77553, -4.03206, 2.92215], [5.41862, 0.79719, -3.08655], [4.10904, 0.70611, -3.68179], [3.22827, 1.59594, -3.23372], [3.50022, 2.55332, -2.56197], [2.07550, 1.38465, -3.86514], [0.92351, 2.13503, -3.48593], [5.82737, 1.71239, -3.52783], [6.01000, -0.05068, -3.40443], [5.40506, 0.98672, -2.01684], [1.13389, 2.76513, -2.63306], [0.10672, 1.48030, -3.19635], [0.63970, 2.73027, -4.35403], [1.75083, 3.52980, 0.02524], [2.57952, 4.50221, 0.66233], [2.41299, 4.56156, 1.97476], [1.47662, 4.18103, 2.61886], [3.48877, 5.10877, 2.51321], [3.78357, 4.87966, 3.88263], [1.77035, 3.61587, -1.04907], [0.71597, 3.62955, 0.35819], [2.02451, 2.51182, 0.29877], [4.84336, 5.06590, 4.02370], [3.38166, 3.91571, 4.17613], [3.30107, 5.62258, 4.52626], [-5.17452, -6.13853, 1.09164], [-4.44902, -5.26779, 0.24290], [-3.16623, -5.07073, 0.51420], [-2.50365, -5.58967, 1.35543], [-2.63723, -4.22779, -0.37828], [-3.42123, -3.47359, -1.29040], [-5.47907, -5.63550, 2.01068], [-4.62710, -7.03745, 1.37199], [-6.07496, -6.42645, 0.55358], [-2.75386, -2.84829, -1.87564], [-4.17658, -2.87555, -0.78140], [-3.88978, -4.18999, -1.97221], [-3.14414, 3.98329, -1.69646], [-4.45806, 3.99833, -2.25476], [-5.00340, 5.19052, -2.45391], [-4.45118, 6.26264, -2.40201], [-6.27590, 5.00126, -2.74586], [-7.17289, 6.09787, -2.86289], [-3.12283, 4.40374, -0.69151], [-2.50049, 4.67487, -2.24842], [-2.74278, 2.98126, -1.78057], [-7.18805, 6.39617, -3.90908], [-7.00983, 6.84504, -2.09014], [-8.14735, 5.65890, -2.63707], [8.15734, -2.90062, 0.12527], [6.87283, -2.67417, 0.69901], [5.94831, -2.25195, -0.15735], [6.15986, -1.92029, -1.29735], [4.77506, -2.31667, 0.40076], [3.65923, -1.67770, -0.20500], [8.71335, -3.53979, 0.80525], [8.72502, -1.97582, 0.01616], [8.01324, -3.35709, -0.85217], [4.02200, -1.10617, -1.05816], [3.37791, -0.91557, 0.52932], [2.73538, -2.23209, -0.33365], [3.73748, 3.04245, 7.10263], [4.16363, 2.26470, 5.98289], [3.29637, 1.51567, 5.29453], [2.17011, 1.25100, 5.59754], [3.87949, 1.20012, 4.15528], [3.28306, 0.20544, 3.32149], [2.93052, 3.76331, 7.02328], [4.64540, 3.58972, 7.36787], [3.66183, 2.37632, 7.96397], [2.69292, -0.49440, 3.90910], [3.98928, -0.40560, 2.75459], [2.73025, 0.74766, 2.55298], [0.89407, -1.60713, -3.86413], [1.34983, -2.36936, -4.98560], [0.48241, -3.19736, -5.52712], [-0.70667, -3.22654, -5.37644], [1.16124, -4.05219, -6.30178], [0.34684, -4.92732, -7.09403], [0.49256, -2.29591, -3.12219], [0.22032, -0.82110, -4.19844], [1.75796, -1.12939, -3.40940], [1.01681, -5.37385, -7.82247], [-0.42454, -4.30069, -7.53607], [-0.08412, -5.72536, -6.49136], [-9.18621, 0.31217, -1.49968], [-7.89725, -0.22966, -1.37869], [-6.90108, 0.64146, -1.24966], [-6.98206, 1.84122, -1.30990], [-5.77325, -0.04600, -1.18015], [-4.53347, 0.58996, -0.95808], [-9.25229, 1.29448, -1.97351], [-9.70212, 0.47559, -0.55134], [-9.81606, -0.32087, -2.12157], [-4.54836, 1.62052, -1.31854], [-3.76782, 0.03447, -1.49326], [-4.22060, 0.69944, 0.08146]], "mulliken_charge": [2.167, -0.370, -0.452, -0.540, -0.513, -0.481, -0.526, -0.600, -0.383, 0.867, -0.550, -0.372, -0.261, 0.234, 0.239, 0.302, 0.252, 0.012, 0.248, -0.703, -0.302, 0.898, -0.573, -0.275, 0.041, 0.325, 0.208, 0.306, -0.206, 0.107, 0.331, -0.386, -0.435, 0.802, -0.557, -0.399, -0.359, -0.098, 0.431, 0.112, 0.273, -0.002, 0.332, -0.719, -0.300, 0.771, -0.584, -0.244, -0.543, 0.289, 0.305, 0.245, 0.096, 0.296, 0.384, -0.738, -0.246, 0.708, -0.591, -0.279, -0.678, 0.331, 0.444, 0.145, 0.288, 0.320, 0.222, -0.668, -0.343, 0.818, -0.580, -0.247, -0.011, 0.232, 0.268, 0.313, 0.003, -0.082, 0.265, -0.795, -0.327, 0.864, -0.548, -0.374, 0.143, 0.309, 0.276, 0.359, 0.051, 0.175, -0.134, -0.329, -0.271, 0.714, -0.548, -0.361, -0.642, 0.266, 0.205, 0.124, 0.210, 0.319, 0.266, -0.756, -0.330, 0.730, -0.583, -0.266, -0.177, 0.323, 0.295, 0.276, 0.050, 0.119, 0.333], "de_lowest_ev": 0.637, "orbital_gap_ev": 10.57, "total_charge": -1, "energy_ev": -161305.8208}


# 2
{"formula": "C27H54BN3", "method": "ωB97M-V/def2-TZVPD", "species": ["C", "C", "C", "B", "C", "C", "N", "C", "C", "C", "C", "C", "C", "C", "C", "C", "C", "C", "C", "C", "C", "C", "C", "H", "H", "H", "H", "H", "H", "H", "H", "H", "H", "H", "H", "H", "H", "H", "H", "H", "H", "H", "H", "H", "H", "H", "H", "H", "H", "H", "H", "H", "H", "H", "H", "H", "H", "H", "H", "H", "H", "H", "H", "H", "H", "H", "C", "C", "N", "C", "C", "N", "C", "C", "H", "H", "H", "H", "H", "H", "H", "H", "H", "H", "H"], "xyz": [[-3.04883, -1.31556, -2.14044], [-1.88337, -2.09941, -1.96231], [-0.61317, -2.04195, -2.88969], [0.49831, -0.86750, -2.42447], [-0.08883, 0.56262, -2.98390], [-0.55686, 1.39709, -1.69519], [-0.09157, 2.61501, -1.54362], [1.93500, -1.34366, -3.06058], [3.02516, -0.19671, -3.23594], [3.15729, 0.78714, -2.00123], [3.71300, 0.10964, -0.65982], [2.77956, 0.53650, 0.59075], [3.42111, 1.68168, 1.50018], [2.33641, 2.76984, 1.97252], [1.36959, 2.25219, 3.13044], [0.09076, 1.44048, 2.61132], [-1.31322, 2.10371, 3.04416], [-1.96999, 2.96370, 1.85019], [-1.49166, 4.48146, 1.84522], [-1.62326, 5.22097, 0.44336], [-3.12969, 5.27085, -0.12702], [-3.24426, 4.72768, -1.63963], [-4.08741, 5.72730, -2.57539], [-3.38182, -0.94295, -3.16373], [-3.70203, -1.10294, -1.23994], [-1.86204, -2.86557, -1.11421], [-0.90339, -1.76807, -3.96672], [-0.03263, -3.02875, -2.91367], [0.51742, -0.93755, -1.21345], [0.63724, 1.19239, -3.58155], [-1.02840, 0.45654, -3.63125], [-1.27089, 0.92350, -0.94514], [-0.46764, 2.98075, -0.65443], [2.35233, -2.15221, -2.35184], [1.73835, -1.88946, -4.04668], [4.02286, -0.69129, -3.45737], [2.74348, 0.39078, -4.17517], [2.21749, 1.36792, -1.75154], [3.93440, 1.57809, -2.30101], [4.73530, 0.57525, -0.42723], [3.86255, -1.01080, -0.73308], [1.75694, 0.89761, 0.27084], [2.65919, -0.40046, 1.21797], [4.28501, 2.23766, 1.00200], [3.84653, 1.21111, 2.45056], [1.69479, 3.16118, 1.12486], [2.89134, 3.68109, 2.39333], [0.99832, 3.17393, 3.69239], [1.95656, 1.64233, 3.89485], [0.16968, 0.39178, 3.06799], [0.07021, 1.29174, 1.48456], [-2.02100, 1.21781, 3.21381], [-1.20385, 2.71598, 3.99988], [-3.10851, 2.96494, 1.96475], [-1.75249, 2.39045, 0.89732], [-0.43133, 4.62981, 2.21519], [-2.17022, 5.04124, 2.58086], [-1.33634, 6.31531, 0.62869], [-0.92152, 4.84963, -0.36241], [-3.87174, 4.72210, 0.52878], [-3.47543, 6.35976, -0.16827], [-2.22542, 4.59792, -2.12470], [-3.72417, 3.69563, -1.61210], [-4.31759, 5.26609, -3.59132], [-5.05678, 6.00494, -2.03755], [-3.49449, 6.68506, -2.77689], [0.71076, -3.20738, 1.12336], [-0.03614, -4.15030, 2.04335], [0.06071, -5.55236, 1.61522], [-0.20398, -6.04506, 0.35344], [-0.03686, -7.39294, 0.41268], [0.30301, -7.69429, 1.71383], [0.36538, -6.56676, 2.42442], [0.54336, -9.02780, 2.25781], [0.27233, -3.20021, 0.12250], [0.66828, -2.18843, 1.51098], [1.75924, -3.49921, 1.02870], [-1.09568, -3.88801, 2.09043], [0.37107, -4.07511, 3.05444], [-0.48048, -5.36961, -0.43836], [-0.12832, -8.18333, -0.31104], [0.60505, -6.49217, 3.47455], [-0.18748, -9.22737, 3.04168], [1.55059, -9.06733, 2.67283], [0.44481, -9.77569, 1.47289]], "mulliken_charge": [-0.850, 0.165, -0.703, 0.284, -0.471, 0.115, -0.721, -0.475, -1.064, -0.195, -0.970, 1.170, -0.963, -0.440, -0.982, 0.720, -1.130, 0.127, -0.761, -0.765, -0.611, -0.203, -1.264, 0.255, 0.233, 0.029, 0.340, 0.093, -0.376, 0.151, 0.353, 0.263, 0.147, 0.064, 0.257, 0.379, 0.294, -0.042, 0.433, 0.467, 0.338, -0.829, 0.054, 0.394, 0.272, 0.137, 0.362, 0.398, 0.373, 0.209, -0.463, 0.352, 0.354, 0.426, -0.167, 0.195, 0.349, 0.379, 0.440, 0.279, 0.385, 0.222, 0.254, 0.344, 0.323, 0.298, -0.321, -0.523, 0.256, -0.337, -0.418, 0.081, -0.067, -0.813, -0.076, 0.040, 0.349, 0.256, 0.330, 0.427, 0.424, 0.387, 0.344, 0.339, 0.291], "orbital_gap_ev": 5.75, "energy_ev": -34014.6378}


# 3
{"formula": "C27H54N2O4P", "method": "ωB97M-V/def2-TZVPD", "species": ["C", "C", "C", "C", "C", "C", "C", "C", "C", "C", "C", "C", "C", "C", "C", "C", "C", "C", "C", "C", "C", "C", "C", "C", "N", "N", "H", "H", "H", "H", "H", "H", "H", "H", "H", "H", "H", "H", "H", "H", "H", "H", "H", "H", "H", "H", "H", "H", "H", "H", "H", "H", "H", "H", "H", "H", "H", "H", "H", "H", "H", "H", "H", "H", "H", "H", "H", "H", "H", "H", "H", "C", "O", "P", "O", "O", "C", "O", "C", "H", "H", "H", "H", "H", "H", "H", "H", "H"], "xyz": [[8.38338, -1.57620, 2.81522], [7.63804, -1.13178, 1.45843], [6.25859, -0.35520, 1.75350], [5.83523, 0.60230, 0.53148], [5.33867, 2.05713, 0.97501], [4.31601, 2.07037, 2.20458], [2.84225, 1.75518, 1.65986], [2.11211, 3.11692, 1.15768], [1.15812, 2.82306, -0.12584], [-0.33064, 2.37991, 0.30281], [-0.76488, 1.14238, -0.65528], [-2.25877, 1.36404, -1.22088], [-3.27063, 0.13510, -0.85740], [-2.75412, -1.29861, -1.34884], [-2.75347, -2.45223, -0.24111], [-3.98738, -2.39692, 0.79134], [-3.43166, -1.76468, 2.14937], [-4.54116, -1.32415, 3.22324], [-6.03522, -1.77575, 2.90328], [-6.84016, -0.85994, 1.87326], [-6.47810, 0.69527, 1.94492], [-6.06054, 1.38187, 0.66537], [-5.72015, 2.84124, 0.93948], [-5.91051, 3.29857, 2.36506], [-6.30860, 2.60369, 3.49024], [-6.53723, 1.34207, 3.16406], [9.47274, -1.83834, 2.59258], [7.87846, -2.54351, 3.17095], [8.27823, -0.80421, 3.65440], [8.30314, -0.48384, 0.79821], [7.35522, -2.10573, 0.91732], [5.45298, -1.17066, 1.84928], [6.34860, 0.18352, 2.75101], [5.02535, 0.08121, -0.08487], [6.77749, 0.74476, -0.11133], [4.78190, 2.50900, 0.07754], [6.23091, 2.72968, 1.17454], [4.30752, 3.13493, 2.63973], [4.58339, 1.36772, 3.05344], [2.19361, 1.34983, 2.51551], [2.84812, 0.98888, 0.81314], [1.44776, 3.49755, 2.00816], [2.88966, 3.91394, 0.90230], [1.68654, 1.96823, -0.68450], [1.17067, 3.76875, -0.76566], [-0.99898, 3.29782, 0.14268], [-0.29857, 2.09489, 1.40068], [-0.07424, 1.13203, -1.56759], [-0.62637, 0.16678, -0.08375], [-2.68287, 2.26030, -0.63168], [-2.31193, 1.66354, -2.31439], [-4.21530, 0.36229, -1.47833], [-3.45844, 0.22431, 0.25772], [-1.67392, -1.21824, -1.73558], [-3.36556, -1.68239, -2.23310], [-1.75936, -2.46419, 0.33096], [-2.77725, -3.45289, -0.80652], [-4.31736, -3.47467, 1.00147], [-4.81127, -1.80605, 0.28252], [-2.70640, -0.90253, 1.93078], [-2.77823, -2.57728, 2.63470], [-4.40093, -0.21239, 3.42022], [-4.25449, -1.84585, 4.20785], [-6.60007, -1.77892, 3.90634], [-6.04820, -2.86513, 2.54901], [-6.82549, -1.23778, 0.79083], [-7.94957, -0.92126, 2.17932], [-6.01036, 0.88370, -0.34132], [-5.35095, 3.55581, 0.14785], [-5.69038, 4.40546, 2.56099], [-6.80700, 0.75302, 3.97621], [-0.06692, 0.27415, -4.99252], [1.27833, -0.17432, -5.11075], [1.52787, -1.82871, -4.75750], [0.83995, -1.70513, -3.40490], [3.13612, -1.56378, -4.60660], [3.58920, -0.61523, -3.65052], [1.78045, -3.51322, -4.54616], [2.34869, -4.18812, -5.67142], [-0.17974, 1.18709, -5.58008], [-0.76317, -0.47820, -5.36600], [-0.28713, 0.50306, -3.94774], [2.87175, -0.46405, -2.84236], [3.77862, 0.33693, -4.14976], [4.52545, -0.97959, -3.22371], [3.36872, -3.83948, -5.85065], [1.73771, -4.02024, -6.56129], [2.37613, -5.25687, -5.45649]], "mulliken_charge": [-0.979, -0.398, -0.553, -0.265, -0.736, -0.583, -0.507, -0.840, -0.427, -0.574, 0.383, -0.815, 0.476, -0.337, -0.921, 0.012, -0.380, -0.604, -0.793, -0.934, 0.582, -0.111, -0.340, -0.179, -0.991, 0.501, 0.308, 0.244, 0.284, 0.333, 0.222, 0.222, 0.243, 0.007, 0.407, 0.244, 0.351, 0.339, 0.341, 0.326, 0.200, 0.339, 0.413, 0.078, 0.335, 0.336, 0.245, -0.371, 0.137, 0.101, 0.345, 0.173, -0.274, -0.066, 0.396, 0.288, 0.328, 0.429, -0.174, -0.071, 0.426, 0.328, 0.384, 0.435, 0.322, 0.354, 0.435, 0.424, 0.373, 0.381, 0.401, -0.369, -0.345, 1.018, -0.556, -0.407, -0.544, -0.274, -0.693, 0.295, 0.334, -0.089, 0.213, 0.304, 0.258, 0.300, 0.300, 0.248], "orbital_gap_ev": 6.30, "total_charge": 1, "energy_ev": -49319.6062}